Below is C4H8N2 in the gas phase at a distorted geometry, with properties calculated with ωB97M-V/def2-TZVPD.

Results
SMILES	C/C=N/N1CC1
E_tot	-7253.152	eV
energy above the lowest of the compared OMol25 structures with the same formula, charge and spin	108.9	kcal/mol
frontier orbital gap	10.0063	eV

```
14
Properties=species:S:1:pos:R:3:mulliken_charge:R:1
C -2.55 -0.26 0.09 -1.010
C -1.26 0.45 -0.27 0.013
N -0.28 -0.42 -0.18 -0.313
N 0.85 0.00 -0.73 -0.240
C 2.18 -0.72 -0.07 -0.252
C 1.90 0.63 0.23 -0.558
H -3.17 0.15 -0.67 0.272
H -2.56 -1.26 -0.02 0.385
H -2.92 -0.11 1.04 0.309
H -0.99 1.56 -0.67 0.320
H 2.88 -1.06 -0.80 0.279
H 2.03 -1.24 0.93 0.239
H 2.46 1.38 -0.02 0.318
H 1.43 0.89 1.14 0.239
```

***

Below is C4H6O2S2 in the gas phase at a distorted geometry, with properties calculated with ωB97M-V/def2-TZVPD.

Results
SMILES	C=CS(=O)#S(=O)C=C
E_tot	-30006.354	eV
energy above the lowest of the compared OMol25 structures with the same formula, charge and spin	115.9	kcal/mol
frontier orbital gap	7.1354	eV

```
14
Properties=species:S:1:pos:R:3:mulliken_charge:R:1
C -2.82 0.52 -0.45 -0.515
C -1.67 0.65 0.22 -0.186
S -0.78 -0.93 0.56 0.399
O -1.55 -2.08 -0.04 -0.577
S 1.18 -1.26 -0.87 0.396
O 1.67 -2.31 -0.04 -0.489
C 1.87 0.34 -0.40 -0.262
C 2.66 0.51 0.65 -0.562
H -3.57 1.19 -0.78 0.309
H -3.08 -0.57 -0.65 0.214
H -1.10 1.57 0.55 0.322
H 1.44 1.13 -1.07 0.379
H 3.08 1.44 0.83 0.323
H 2.67 -0.21 1.51 0.250
```

***

Below is 2 unconnected molecules or ions with the total composition C13H15BrN2O3S at a distorted geometry, with properties calculated with ωB97M-V/def2-TZVPD.

Results
E_tot	-103723.092	eV
frontier orbital gap	10.3451	eV

```
35
Properties=species:S:1:pos:R:3:mulliken_charge:R:1
C -2.42 1.64 -1.79 -1.174
C -2.65 0.58 -0.70 -0.028
Br -4.38 -0.29 -0.91 -0.127
C -1.50 -0.41 -0.81 -0.381
O -1.75 -1.62 -0.05 -0.163
S -0.55 -2.69 -0.17 0.540
O -1.16 -3.94 0.13 -0.476
O 0.63 -2.33 1.07 -0.512
C -0.07 -1.68 2.11 0.378
C -1.05 -2.35 2.79 0.144
C -1.83 -1.79 3.78 -0.378
N -1.68 -0.53 4.15 -0.634
C -0.70 0.11 3.52 -0.312
C 0.14 -0.33 2.53 -0.244
H -3.29 2.29 -1.82 0.407
H -2.29 1.15 -2.76 0.381
H -1.53 2.22 -1.54 0.216
H -2.63 1.06 0.28 0.358
H -1.36 -0.70 -1.86 0.457
H -0.57 0.04 -0.42 0.175
H -1.24 -3.39 2.52 0.352
H -2.60 -2.40 4.23 0.356
H -0.54 1.15 3.84 0.354
H 0.90 0.30 2.10 0.298
N 2.03 1.41 -0.66 -0.361
C 3.08 0.59 -0.56 0.126
C 4.03 0.42 -1.55 -0.754
C 3.89 1.15 -2.72 -0.097
C 2.81 2.01 -2.84 -0.553
C 1.92 2.10 -1.79 -0.169
H 3.14 0.05 0.38 0.364
H 4.87 -0.25 -1.40 0.359
H 4.61 1.05 -3.52 0.382
H 2.67 2.60 -3.74 0.355
H 1.06 2.77 -1.84 0.361
```

***

Below is a molecular structure, C55H54BrCrN4O2P2Si at a distorted geometry, with properties calculated with ωB97M-V/def2-TZVPD.

Results
E_tot	-192881.910	eV
2S+1	5
frontier orbital gap (spin up / spin down)	7.2413 / 7.9506	eV
charge	+1

```
120
Properties=species:S:1:pos:R:3:lowdin_spin:R:1
Cr -0.49 0.61 0.23 3.860
C -0.14 4.41 -0.11 -0.016
Si 0.20 2.83 0.90 -0.043
C -0.59 3.12 2.62 -0.007
C -0.62 4.38 3.22 -0.002
C -1.35 4.63 4.37 0.000
C -2.09 3.61 4.95 0.000
C -2.06 2.34 4.40 0.001
C -1.32 2.09 3.24 0.005
P -1.18 0.41 2.54 0.023
C -2.69 0.04 1.57 0.014
C -2.58 -1.09 0.76 0.023
C -3.63 -1.47 -0.07 0.005
C -4.81 -0.73 -0.06 0.015
C -4.95 0.35 0.80 0.003
C -3.89 0.74 1.61 0.017
C -1.40 -0.68 4.00 0.001
C -0.30 -0.86 4.83 0.000
C -0.42 -1.64 5.97 0.000
C -1.63 -2.24 6.28 -0.001
C -2.73 -2.06 5.45 0.000
C -2.62 -1.28 4.31 -0.001
C 2.11 2.92 0.90 -0.012
C 2.77 4.14 1.06 -0.003
C 4.12 4.29 0.75 0.001
C 4.83 3.21 0.25 0.000
C 4.22 1.98 0.12 0.001
C 2.88 1.82 0.46 0.002
P 2.09 0.17 0.50 0.031
C 3.26 -0.83 -0.48 0.006
C 4.23 -1.67 0.06 0.002
C 5.08 -2.39 -0.77 0.000
C 4.98 -2.27 -2.15 0.001
C 4.03 -1.42 -2.70 0.000
C 3.17 -0.72 -1.87 0.002
C 2.44 -0.35 2.23 0.006
C 2.24 -1.69 2.58 0.001
C 2.53 -2.14 3.85 0.000
C 2.99 -1.26 4.82 0.000
C 3.14 0.08 4.50 0.000
C 2.87 0.54 3.21 0.000
H 0.18 5.30 0.45 -0.003
H -1.18 4.56 -0.38 0.000
H 0.44 4.39 -1.04 0.000
H -0.05 5.20 2.77 0.000
H -1.34 5.61 4.82 0.000
H -2.68 3.80 5.84 0.000
H -2.61 1.53 4.87 0.000
H -1.70 -1.73 0.82 0.005
H -3.54 -2.35 -0.70 0.000
H -5.63 -1.02 -0.71 0.001
H -5.88 0.89 0.83 0.000
H -4.00 1.57 2.29 0.001
H 0.64 -0.39 4.59 0.000
H 0.44 -1.78 6.62 0.000
H -1.72 -2.85 7.17 0.000
H -3.67 -2.53 5.70 0.000
H -3.48 -1.15 3.67 0.000
H 2.23 5.00 1.43 0.000
H 4.60 5.25 0.88 0.000
H 5.87 3.34 -0.04 0.000
H 4.80 1.14 -0.24 0.000
H 4.35 -1.76 1.13 0.000
H 5.84 -3.03 -0.34 0.000
H 5.66 -2.82 -2.79 0.000
H 3.97 -1.29 -3.77 0.000
H 2.46 -0.02 -2.30 0.001
H 1.89 -2.40 1.83 0.000
H 2.39 -3.19 4.10 0.000
H 3.22 -1.61 5.81 0.000
H 3.49 0.78 5.25 0.000
H 3.02 1.58 2.97 0.000
C -3.55 3.69 0.02 0.001
O -2.74 2.70 -0.62 0.009
C -2.84 2.61 -1.96 0.001
C -3.83 3.25 -2.69 0.000
C -3.85 3.12 -4.07 0.000
Br -5.16 4.07 -5.05 0.000
C -2.96 2.31 -4.73 0.000
C -1.98 1.63 -4.01 0.000
C -1.89 1.83 -2.63 0.002
O -0.82 1.24 -1.92 0.021
C -1.15 0.67 -4.75 0.000
N -1.22 0.51 -6.04 0.000
C -0.40 -0.56 -6.34 0.000
C -0.14 -1.16 -7.57 0.000
C 0.69 -2.26 -7.58 0.000
C 1.25 -2.77 -6.40 0.000
C 1.01 -2.18 -5.17 0.000
C 0.18 -1.06 -5.16 0.000
N -0.30 -0.25 -4.16 0.000
H -4.60 3.38 0.03 0.000
H -3.45 4.65 -0.48 0.000
H -3.18 3.78 1.04 0.000
H -4.58 3.86 -2.21 0.000
H -3.00 2.16 -5.80 0.000
H -0.02 1.73 -2.16 0.002
H -0.59 -0.77 -8.47 0.000
H 0.91 -2.76 -8.52 0.000
H 1.89 -3.64 -6.45 0.000
H 1.44 -2.58 -4.26 0.000
H -0.14 -0.35 -3.18 0.000
C -0.41 -4.14 -2.30 0.000
C 0.23 -4.01 -0.92 0.001
C -0.40 -5.02 0.03 0.000
C 1.74 -4.27 -1.02 0.000
N -0.02 -2.67 -0.33 0.003
N -0.14 -1.57 -1.22 0.016
H -0.30 -5.16 -2.64 0.000
H 0.07 -3.49 -3.04 0.000
H -1.48 -3.91 -2.27 0.000
H -0.20 -6.04 -0.31 0.000
H -1.48 -4.88 0.08 0.000
H 0.00 -4.91 1.04 0.000
H 1.93 -5.20 -1.56 0.000
H 2.19 -4.35 -0.03 0.000
H 2.25 -3.46 -1.56 0.000
H 0.75 -2.44 0.29 0.001
H -1.01 -1.69 -1.73 0.001
H 0.62 -1.58 -1.89 0.000
```

***

Below is C5H4O2 in the gas phase at a distorted geometry, with properties calculated with ωB97M-V/def2-TZVPD.

Results
SMILES	O=c1cccco1
E_tot	-9342.900	eV
energy above the lowest of the compared OMol25 structures with the same formula, charge and spin	29.6	kcal/mol
frontier orbital gap	9.2664	eV

```
11
Properties=species:S:1:pos:R:3:mulliken_charge:R:1
O 0.63 1.85 1.92 -0.534
C 0.34 1.06 1.06 0.420
C -0.36 1.30 -0.21 -0.399
C -0.48 0.23 -1.04 -0.009
C 0.23 -0.99 -0.83 -0.527
C 0.47 -1.27 0.45 -0.026
O 0.48 -0.31 1.38 -0.294
H -0.83 2.28 -0.31 0.356
H -1.31 -0.19 -1.60 0.279
H 0.28 -1.69 -1.65 0.353
H 0.55 -2.28 0.84 0.380
```

***

Below is a molecular structure, C4H14N3SW at a distorted geometry, with properties calculated with ωB97M-V/def2-TZVPD.

Results
E_tot	-21495.971	eV
2S+1	3
energy above the lowest of the compared OMol25 structures with the same formula, charge and spin	0.0	kcal/mol
frontier orbital gap (spin up / spin down)	6.2838 / 8.7216	eV
charge	+1

```
23
Properties=species:S:1:pos:R:3:lowdin_spin:R:1
C -1.24 -0.80 -3.02 0.055
W 0.19 0.35 -2.09 1.549
N 1.72 1.09 -3.35 0.046
H 0.33 -1.06 -1.15 0.002
H -1.22 1.12 -1.57 0.008
H -2.18 -0.97 -2.50 0.013
H -0.73 -1.76 -3.21 0.015
H -1.43 -0.31 -3.98 0.006
H 2.67 0.73 -3.14 0.011
H 1.82 2.12 -3.36 0.013
H 1.54 0.82 -4.33 0.004
S 0.64 1.13 -0.03 0.206
C 0.24 0.54 1.59 0.052
N 1.08 -0.09 2.41 0.009
C 0.35 -0.79 3.47 0.001
C -1.07 -0.27 3.31 0.002
N -0.98 0.60 2.13 0.006
H 2.03 -0.28 2.11 0.002
H 0.77 -0.56 4.45 0.001
H 0.38 -1.87 3.29 0.000
H -1.40 0.30 4.18 0.000
H -1.77 -1.10 3.11 0.000
H -1.75 1.06 1.65 0.001
```

***

Below is a molecular structure, C35H29Br3IrN4O6 at a distorted geometry, with properties calculated with ωB97M-V/def2-TZVPD.

Results
E_tot	-267979.429	eV
2S+1	2
energy above the lowest of the compared OMol25 structures with the same formula, charge and spin	21.5	kcal/mol
frontier orbital gap (spin up / spin down)	5.4622 / 5.2786	eV
charge	-2

```
78
Properties=species:S:1:pos:R:3:lowdin_spin:R:1
Ir -0.14 -0.17 -0.71 0.072
C -1.07 -4.46 -0.73 0.002
O 0.18 -4.92 -0.21 0.000
C 0.96 -4.10 0.57 0.000
C 1.86 -4.76 1.39 0.000
C 2.73 -4.05 2.22 0.000
C 2.63 -2.67 2.25 0.000
C 1.71 -1.98 1.45 0.000
C 1.63 -0.53 1.67 0.000
N 0.84 0.31 1.12 -0.002
N 1.01 1.62 1.56 0.001
C -0.08 2.38 1.57 0.001
O -1.28 2.08 1.67 0.000
C 0.27 3.87 1.53 0.000
C -0.70 4.75 1.07 0.000
C -0.45 6.11 0.98 0.000
C 0.79 6.61 1.37 0.000
C 1.76 5.73 1.84 0.000
C 1.51 4.37 1.91 0.000
C 0.91 -2.68 0.53 0.000
O 0.16 -2.13 -0.38 0.007
H -1.54 -5.35 -1.15 0.000
H -0.95 -3.70 -1.49 0.002
H -1.71 -4.06 0.07 0.000
H 1.87 -5.84 1.37 0.000
H 3.43 -4.58 2.85 0.000
H 3.28 -2.09 2.90 0.000
H 2.27 -0.12 2.45 0.000
H -1.66 4.33 0.78 0.000
H -1.21 6.78 0.60 0.000
H 1.00 7.67 1.30 0.000
H 2.73 6.12 2.14 0.000
H 2.26 3.68 2.26 0.000
Br -5.11 -0.41 0.39 0.000
C -4.11 0.93 -0.50 0.003
C -4.78 1.99 -1.12 0.000
C -4.09 2.97 -1.78 0.002
Br -5.07 4.37 -2.63 0.000
C -2.68 2.95 -1.83 0.001
C -1.85 3.92 -2.45 0.001
C -0.50 3.79 -2.37 0.001
C 0.08 2.68 -1.71 0.000
N -0.68 1.75 -1.17 0.012
C -2.03 1.88 -1.19 0.004
C -2.72 0.81 -0.52 0.001
O -2.05 -0.15 -0.01 -0.003
H -5.86 2.02 -1.08 0.000
H -2.30 4.75 -2.98 0.000
H 0.16 4.54 -2.79 0.000
H 1.15 2.55 -1.62 0.000
C -1.29 -2.00 -4.37 0.027
C -0.83 -0.65 -3.80 0.075
C -1.67 0.48 -4.41 0.040
C 0.64 -0.43 -4.19 0.001
N -1.08 -0.66 -2.39 0.738
H -1.26 -2.00 -5.47 0.004
H -2.31 -2.20 -4.04 0.000
H -0.64 -2.80 -4.00 0.001
H -1.69 0.40 -5.51 0.007
H -1.26 1.45 -4.13 0.000
H -2.70 0.42 -4.04 0.001
H 0.81 -0.54 -5.27 -0.001
H 1.26 -1.16 -3.67 0.000
H 0.96 0.57 -3.89 0.000
Br 6.76 0.42 -5.43 0.000
C 5.50 -0.50 -4.33 0.000
C 5.45 -1.88 -4.38 0.000
C 4.53 -2.54 -3.58 0.000
C 3.68 -1.83 -2.76 0.000
C 3.73 -0.44 -2.72 0.000
C 4.66 0.23 -3.51 0.000
C 2.76 0.37 -1.87 0.000
O 2.99 1.57 -1.73 0.000
O 1.84 -0.35 -1.36 0.000
H 6.12 -2.43 -5.04 0.000
H 4.48 -3.62 -3.61 0.000
H 2.95 -2.32 -2.13 0.000
H 4.70 1.31 -3.45 0.000
```

***

Below is a molecular structure, C26H25AuBN7 at a distorted geometry, with properties calculated with ωB97M-V/def2-TZVPD.

Results
E_tot	-42165.606	eV
2S+1	3
energy above the lowest of the compared OMol25 structures with the same formula, charge and spin	0.0	kcal/mol
frontier orbital gap (spin up / spin down)	5.9571 / 7.0080	eV

```
60
Properties=species:S:1:pos:R:3:lowdin_spin:R:1
Au -0.60 -0.69 0.07 0.524
B -2.99 -3.46 0.58 0.000
N -1.47 -3.63 0.73 0.003
C -0.92 -4.83 0.93 0.002
C 0.43 -4.67 1.18 0.001
C 0.62 -3.30 1.13 0.003
N -0.53 -2.69 0.85 0.038
N -3.44 -2.08 0.04 0.010
C -4.72 -1.88 -0.27 0.001
C -4.89 -0.55 -0.62 0.001
C -3.63 0.00 -0.49 0.003
N -2.78 -0.94 -0.08 0.123
H -3.37 -4.28 -0.21 0.000
H -3.48 -3.58 1.67 0.000
H -1.51 -5.73 0.91 0.000
H 1.16 -5.43 1.36 0.000
H 1.51 -2.74 1.29 0.000
H -5.43 -2.68 -0.23 0.001
H -5.80 -0.05 -0.90 0.001
H -3.31 1.01 -0.68 0.000
C 1.94 0.65 3.74 0.002
C 0.93 0.13 2.94 0.005
N 1.11 -0.23 1.69 0.041
C 2.33 -0.09 1.13 0.006
C 3.42 0.46 1.86 0.001
C 3.19 0.83 3.19 0.001
C 4.68 0.61 1.21 -0.001
C 4.84 0.28 -0.10 0.000
C 3.76 -0.25 -0.86 0.001
C 3.87 -0.58 -2.21 0.006
C 2.77 -1.12 -2.87 0.001
C 1.60 -1.35 -2.15 0.009
N 1.48 -1.08 -0.86 0.054
C 2.51 -0.49 -0.22 0.008
H 1.74 0.89 4.77 0.000
H -0.07 -0.02 3.33 0.001
H 4.00 1.26 3.77 0.000
H 5.51 1.01 1.79 0.000
H 5.79 0.41 -0.60 0.000
H 4.80 -0.42 -2.72 0.000
H 2.83 -1.39 -3.91 0.000
H 0.74 -1.79 -2.62 0.001
C -1.70 2.13 1.48 0.022
C -1.48 2.83 0.18 0.146
C -1.84 4.16 0.06 -0.010
C -1.60 4.89 -1.10 0.189
C -0.95 4.29 -2.17 -0.008
C -0.57 2.97 -2.12 0.152
C 0.12 2.34 -3.29 0.021
C -0.84 2.17 -0.94 0.059
N -0.46 0.94 -1.02 0.553
H -2.27 2.76 2.16 0.000
H -0.74 1.90 1.94 0.007
H -2.22 1.19 1.33 0.006
H -2.31 4.65 0.90 -0.004
H -1.92 5.93 -1.16 0.013
H -0.73 4.88 -3.05 -0.004
H 0.37 3.09 -4.03 0.000
H -0.51 1.57 -3.73 0.007
H 1.03 1.83 -2.96 0.005
```